Entry from the OMol25 dataset: a molecular structure, C36H31AsClN2O5PRuS (the ωB97M-V functional and the def2-TZVPD basis).

```
79
Properties=species:S:1:pos:R:3:forces:R:3:lowdin_spin:R:1
H 2.489 -0.174 4.357 -0.001 -0.001 0.006 0.0001
C -1.438 2.735 3.479 0.000 0.001 0.014 0.0056
C 3.987 2.007 -1.233 0.036 -0.006 -0.015 -0.0001
H 2.239 -1.319 -0.097 0.004 0.045 -0.031 0.0001
C -3.471 0.366 -0.742 -0.108 -0.128 0.057 0.0007
H -2.671 -5.397 1.266 0.034 0.005 0.033 0.0000
C -3.418 -3.332 -0.553 -0.001 0.216 0.289 -0.0074
C 3.295 3.075 -0.666 -0.010 0.009 0.012 0.0000
C 1.233 0.568 -0.486 -0.026 -0.005 -0.025 -0.0026
H 2.582 -0.761 1.997 0.021 -0.006 -0.013 0.0002
Cl 0.523 -2.346 1.665 -0.068 -0.117 0.018 0.0466
H 1.284 1.393 -1.201 0.001 -0.012 -0.001 -0.0003
C -2.643 1.074 2.207 0.042 0.001 -0.006 0.0039
H -2.672 3.187 -0.506 -0.009 -0.033 -0.061 0.0024
C 3.693 4.411 -2.628 0.003 -0.007 0.004 0.0000
C -4.900 0.608 -0.876 0.017 0.044 0.005 0.0384
H 0.607 0.236 2.480 -0.040 0.031 -0.006 0.0002
H -0.289 -2.512 -5.833 0.005 0.001 -0.001 0.0000
H 5.431 2.385 1.326 0.000 -0.001 -0.002 0.0000
O -2.064 -3.348 -0.348 -0.027 -0.185 -0.146 -0.0027
H 2.369 -0.768 -1.757 -0.010 -0.009 -0.032 0.0000
C -1.470 0.345 1.966 0.026 -0.057 0.033 -0.0088
C 3.199 0.057 2.353 0.018 0.012 -0.003 0.0001
H -0.859 -0.117 -5.614 -0.005 0.003 0.001 0.0000
C -2.625 2.256 2.938 -0.016 -0.017 0.001 -0.0013
C -0.310 -2.048 -4.854 -0.015 -0.006 0.011 -0.0003
P -0.432 -0.145 -0.673 0.053 -0.112 0.095 -0.0114
C -1.614 -5.338 1.008 -0.205 0.006 -0.073 -0.0001
C -5.248 -1.767 -0.909 -0.019 -0.004 0.002 0.0568
H 0.110 -2.810 -1.583 0.042 0.099 -0.141 -0.0004
H -1.427 3.654 4.053 0.003 0.005 -0.006 0.0003
C 4.387 3.356 -3.202 -0.006 0.010 0.004 0.0000
O -2.981 2.632 -1.239 -0.044 0.108 0.028 0.0116
H 2.602 5.087 -0.906 0.001 0.003 0.001 0.0000
C -2.591 1.352 -0.972 0.071 0.098 0.014 0.0664
C -1.456 -4.651 -0.297 0.322 0.239 0.193 0.0000
C 3.150 4.269 -1.358 0.007 -0.003 -0.003 0.0000
C 3.909 1.433 4.195 -0.005 -0.010 0.005 0.0000
N -1.607 -3.886 4.381 0.026 -0.034 -0.066 -0.0025
H -5.863 -2.628 -1.120 0.004 0.000 0.000 0.0040
H 2.860 2.974 0.322 0.017 0.007 -0.008 0.0000
C 4.788 1.817 1.989 0.003 -0.002 -0.003 0.0000
C -0.388 -0.861 -2.342 -0.044 -0.035 -0.005 -0.0026
C 4.010 0.777 1.481 -0.014 -0.012 0.013 0.0000
O -4.046 -4.338 -0.717 -0.051 -0.171 -0.133 -0.0122
H 4.814 3.460 -4.191 0.001 0.002 0.001 0.0000
C 2.360 -0.429 -0.720 0.004 -0.027 0.014 0.0001
Ru -1.505 -1.361 0.875 -0.289 0.118 -0.240 0.7773
S -3.100 -2.390 2.487 0.060 0.022 0.055 -0.0034
H -1.119 -4.745 1.779 0.041 0.038 -0.015 -0.0001
H -1.166 -6.325 0.943 -0.002 -0.028 0.003 0.0000
C 3.144 0.387 3.702 0.019 0.016 0.001 0.0001
C -0.672 -0.108 -3.479 0.053 -0.009 -0.006 -0.0005
As 4.186 0.249 -0.390 -0.005 0.011 0.001 -0.0001
C 4.736 2.146 3.335 -0.007 0.010 -0.003 0.0000
C -0.035 -2.804 -3.723 0.007 -0.018 -0.005 0.0000
H -0.931 0.938 -3.380 -0.010 0.021 -0.002 0.0000
H 0.191 -3.859 -3.807 -0.001 0.006 0.014 0.0000
C 4.536 2.165 -2.503 -0.014 0.002 -0.002 0.0000
C -0.632 -0.703 -4.732 0.002 0.026 0.019 -0.0001
H -5.233 1.633 -0.955 -0.002 -0.001 0.002 0.0030
C -3.952 -1.944 -0.578 0.098 -0.045 -0.077 -0.0197
H -3.554 2.790 3.109 0.014 -0.006 -0.011 -0.0002
H -3.592 0.701 1.846 -0.026 0.003 -0.060 -0.0002
O -1.229 1.263 -0.934 0.129 0.019 0.014 0.0167
C -0.302 0.814 2.572 0.020 0.075 -0.042 0.0053
C -0.078 -2.213 -2.470 0.037 0.040 0.093 -0.0009
H 5.085 1.345 -2.954 -0.001 0.001 0.003 0.0000
C -0.279 1.994 3.307 0.006 -0.017 0.012 -0.0012
C -2.183 -3.264 3.592 -0.066 0.040 0.097 0.0002
H 1.276 0.993 0.517 -0.008 0.014 0.031 0.0002
O -0.805 -4.974 -1.233 -0.056 -0.216 -0.080 -0.0003
N -3.082 -0.910 -0.289 0.058 -0.075 0.145 0.0570
C -5.757 -0.424 -0.948 -0.088 0.005 -0.017 -0.0155
H 5.338 2.963 3.713 0.001 -0.001 0.001 0.0000
H -6.818 -0.251 -1.069 -0.007 0.005 0.002 -0.0023
H 3.861 1.695 5.244 0.002 0.000 0.002 0.0000
H 3.575 5.342 -3.168 -0.001 0.000 -0.001 0.0000
H 0.655 2.324 3.751 -0.003 -0.002 -0.003 -0.0002
```
Forces are in eV/Å.

As for the largest force on an atom: 0.0087 hartree/bohr. Its multiplicity is 2. As for the LUMO energy (alpha / beta): 2.35 / 1.78 eV. The value obtained for the HOMO energy (alpha / beta) is -4.4 / -4.4 eV. Its charge is -1. The energy above the lowest of the compared OMol25 structures with the same formula, charge and spin comes out at 32.8 kcal per mole. As for the frontier orbital gap (alpha / beta): 6.73 / 6.15 eV.

---

Entry from the OMol25 dataset: a molecular structure, C11H17BEuN6O3S in a non-equilibrium geometry (the ωB97M-V functional and the def2-TZVPD basis).

```
40
Properties=species:S:1:pos:R:3:forces:R:3:lowdin_spin:R:1
H 0.143 1.845 -3.756 0.332 2.132 -1.808 -0.0001
N -1.826 1.944 -0.202 0.349 -1.354 0.149 0.0106
H -4.723 2.629 1.084 -0.555 0.364 0.128 0.0003
Eu -0.578 -0.976 0.180 1.612 -1.812 -3.063 6.0741
H 2.456 -4.798 -0.806 -0.241 0.291 0.449 0.0000
O 2.001 -2.808 2.132 -1.222 -0.401 -1.956 0.0003
C -2.823 2.816 -0.011 -0.116 -0.226 0.177 -0.0005
B -0.484 2.097 -1.002 -1.334 0.134 -0.763 0.0044
N -0.252 -0.380 -1.700 0.172 -0.096 -1.975 -0.0379
S 1.370 -3.353 0.902 1.392 -5.281 5.284 0.0002
H 0.520 -0.746 -4.681 0.918 -0.747 -3.579 -0.0002
O 0.047 -4.018 1.135 1.099 1.809 -0.731 -0.0004
C -3.809 2.207 0.757 0.280 -0.308 0.009 0.0057
H -1.787 -0.697 2.726 1.227 -0.883 0.859 -0.0022
C 0.047 -1.291 -2.691 -0.245 5.530 -0.264 -0.0001
H 2.194 -5.684 0.711 -0.275 0.829 0.046 0.0000
C 2.185 1.738 1.508 -2.250 -2.154 -0.646 0.0656
O 1.233 -2.325 -0.093 -0.178 2.789 -3.015 -0.0075
H -0.129 -0.317 2.038 -1.623 -1.828 1.055 -0.0008
H 0.066 -2.328 -2.452 0.147 -0.563 -0.336 0.0001
H -0.557 3.065 -1.674 0.116 0.366 0.018 -0.0004
C -3.362 0.905 1.022 1.076 0.964 -1.005 0.0025
C -0.890 -1.219 2.296 -1.930 -1.299 3.396 -0.0131
H 1.380 4.190 -0.544 0.167 0.133 0.030 0.0019
H 2.696 1.152 2.259 -0.101 -0.074 -0.072 -0.0013
N -2.158 0.758 0.425 -0.006 0.295 0.034 -0.0044
H -3.797 0.069 1.569 -0.050 0.451 -0.174 0.0001
C 0.272 -0.407 -3.776 -0.855 0.397 3.145 0.0017
C 2.518 3.030 1.040 0.549 -0.029 0.628 0.4291
N 0.712 2.272 -0.014 1.473 2.597 -0.568 0.1347
H -1.504 -2.037 1.515 1.079 1.488 3.345 -0.0054
H -2.730 3.793 -0.451 -0.299 0.190 0.080 -0.0001
H 3.535 -4.530 0.588 -0.660 0.359 -0.007 0.0000
N 1.078 1.279 0.862 2.768 0.177 1.911 0.1756
C 2.485 -4.701 0.293 0.166 0.097 -0.296 -0.0003
C 1.549 3.329 0.082 -3.098 -1.465 -1.758 0.1441
H 3.322 3.666 1.336 0.404 0.169 0.212 0.0165
H -0.259 -2.011 2.753 -0.638 0.714 1.015 0.0006
C 0.091 0.924 -3.329 0.013 -2.531 0.714 0.0012
N -0.230 0.918 -2.031 0.339 -1.222 -0.666 0.0054
```
Forces are in eV/Å.

As for the largest force on an atom: 0.1478 hartree/bohr. Its multiplicity is 8. As for the LUMO energy (alpha / beta): -7.85 / -11.63 eV. The value obtained for the HOMO energy (alpha / beta) is -15.5 / -15.5 eV. Its charge is +2. The energy above the lowest of the compared OMol25 structures with the same formula, charge and spin comes out at 88.9 kcal per mole. As for the frontier orbital gap (alpha / beta): 7.63 / 3.86 eV.

---

Entry from the OMol25 dataset: a molecular structure, CH4INS in a non-equilibrium geometry (the ωB97M-V functional and the def2-TZVPD basis).

```
8
Properties=species:S:1:pos:R:3:forces:R:3:mulliken_charge:R:1
C 1.119 0.474 0.092 1.530 -0.778 0.878 -0.9862
H 0.727 1.046 -0.656 -2.080 1.544 -1.597 0.3264
N -2.196 -1.239 -0.491 -2.443 1.127 -1.395 -0.1445
H 1.226 1.025 0.974 -0.094 1.487 1.317 0.3475
H 0.485 -0.352 0.448 1.016 -0.338 -1.023 -0.0209
H 2.148 0.486 -0.296 0.006 -1.765 0.415 0.3223
S -1.146 -2.213 -0.116 1.996 -1.564 1.037 0.0359
I -2.363 0.772 0.046 0.068 0.286 0.367 0.1195
```
Forces are in eV/Å.

As for the largest force on an atom: 0.0592 hartree/bohr. Its multiplicity is 1. As for the LUMO energy (alpha / beta): -1.52 / -1.54 eV. The value obtained for the HOMO energy (alpha / beta) is -8.4 / -8.4 eV. The energy above the lowest of the compared OMol25 structures with the same formula, charge and spin comes out at 61.1 kcal per mole. As for the frontier orbital gap (alpha / beta): 6.87 / 6.87 eV.

---

Entry from the OMol25 dataset: 4 unconnected molecules or ions with the total composition C27H43IN4O2P in a non-equilibrium geometry (the ωB97M-V functional and the def2-TZVPD basis).

```
78
Properties=species:S:1:pos:R:3:forces:R:3:mulliken_charge:R:1
H -2.225 2.383 -1.564 -0.120 -0.066 0.063 -0.0928
O -4.681 0.164 0.062 -0.562 0.385 -0.865 0.0146
H 3.035 0.369 2.277 0.045 -0.125 -0.043 0.0666
C 2.772 1.361 1.910 -0.171 0.220 0.073 -1.2785
C 5.041 -2.472 -0.180 -0.036 0.012 -0.082 -0.1100
C 1.799 -2.795 2.235 0.061 0.074 -0.008 0.1673
C 2.867 1.473 0.393 0.339 -0.433 0.171 -0.2574
H 4.362 1.267 -2.560 0.024 0.012 -0.009 0.1992
H 2.489 1.326 -7.061 -0.018 -0.001 0.002 0.3532
H 1.766 1.580 2.263 -0.087 0.006 0.032 0.3573
C 0.443 -2.699 2.484 0.031 0.077 0.046 -0.3995
H -6.498 1.895 1.986 0.073 0.017 -0.179 0.2097
C 2.223 0.934 -4.965 -0.065 -0.011 0.021 -0.3053
H 3.869 1.138 0.111 0.111 0.152 -0.131 0.1858
C 1.868 0.626 -0.405 -0.429 0.572 -0.028 -0.3213
H -0.171 2.553 0.712 -0.190 0.092 0.082 0.2188
H 1.824 -6.057 1.374 0.038 0.012 0.011 0.3509
H -6.000 -0.308 -1.472 -0.001 0.020 -0.122 0.4280
C 2.947 1.331 -6.081 0.023 0.006 0.009 -0.5154
H -7.004 -2.162 0.042 -0.187 0.018 -0.133 0.3775
C 4.261 1.733 -5.903 0.015 0.005 -0.016 -0.1073
H -5.728 0.399 2.537 0.101 -0.007 -0.168 0.1006
H -2.330 4.976 -0.315 0.221 -0.130 -0.014 0.3638
H 2.441 -1.930 2.347 -0.002 0.013 -0.021 0.3103
C 6.281 -3.383 1.639 0.017 -0.016 0.007 -0.0877
H -8.675 0.799 1.807 -0.162 -0.049 -0.028 0.3248
H -4.725 2.035 -0.828 0.006 0.141 0.122 0.2327
N 5.305 -1.220 0.182 0.045 -0.038 0.001 -0.2824
C -4.098 1.142 -0.801 0.230 -0.288 0.299 -0.8020
H -4.301 5.404 -1.045 -0.013 0.051 -0.069 0.2129
C -6.666 0.948 2.491 -0.075 -0.070 0.452 -0.8017
H 5.253 -4.581 0.172 -0.007 0.004 -0.027 0.4403
H -6.958 1.163 3.522 -0.003 0.084 0.066 0.4573
H -2.059 3.366 1.462 0.238 -0.215 -0.051 0.5315
C 6.049 -1.042 1.271 -0.014 0.067 0.002 -0.2492
H -1.882 0.389 -1.177 0.042 -0.199 0.319 0.0438
H 4.427 -2.585 -1.066 -0.019 -0.040 0.015 0.3574
C -3.143 4.278 -0.079 -0.140 0.211 -0.250 -0.1422
C 6.561 -2.084 2.030 -0.020 -0.012 -0.007 -0.5226
H -6.036 -1.420 1.307 -0.062 0.021 0.143 0.3561
O -7.538 -0.217 0.513 -0.144 -0.056 -0.007 -0.3918
C -0.338 -3.834 2.317 -0.017 -0.110 -0.007 -0.3175
H -1.406 -3.795 2.496 -0.004 0.071 -0.012 0.4151
C 3.985 1.299 -3.578 0.010 -0.014 0.152 0.1664
H -4.045 0.721 -1.808 0.243 0.060 -0.144 0.5719
H 0.464 0.301 1.219 -0.051 -0.028 0.111 0.0290
H -4.902 -1.617 -0.946 0.023 -0.070 -0.105 0.2713
N 0.148 -5.016 1.933 0.025 0.050 0.008 -0.6137
H 4.859 2.052 -6.747 0.000 0.003 -0.002 0.3668
H 2.242 -0.382 -0.588 0.176 -0.099 0.268 0.2015
C 4.794 1.718 -4.625 -0.018 -0.008 -0.033 -0.7383
P -2.254 1.555 -0.369 -0.085 0.964 -1.811 -0.0068
H 6.659 -4.224 2.206 -0.003 -0.002 0.005 0.3786
H 3.375 -4.116 1.621 -0.048 -0.073 0.020 0.2989
C -5.500 -0.761 -0.611 -0.069 0.036 0.309 -0.7170
H 5.816 2.022 -4.439 0.004 -0.003 0.019 0.3527
H 7.162 -1.879 2.906 -0.006 0.018 0.008 0.3898
N 2.722 0.915 -3.733 0.037 -0.018 -0.178 -0.1661
C 0.445 0.563 0.165 0.095 -0.220 -0.314 -0.2640
C 5.502 -3.585 0.511 0.134 0.082 -0.054 -0.6420
I -2.455 0.082 1.793 0.563 -0.813 1.633 -0.5150
H 0.000 -1.761 2.790 -0.148 0.009 -0.063 0.3319
H -0.056 -0.274 -0.331 -0.129 -0.038 -0.023 0.5124
H 1.190 0.615 -5.058 0.000 0.011 -0.036 0.3792
H 6.241 -0.010 1.545 0.013 -0.010 0.038 0.3532
H -0.016 2.257 -1.012 -0.212 0.133 -0.147 0.2420
H 1.785 1.087 -1.387 0.103 -0.177 -0.209 0.0391
H -8.045 -0.716 2.452 0.014 -0.112 0.058 0.3100
C 1.457 -5.087 1.694 -0.060 -0.018 -0.016 -0.3574
H 2.800 2.526 0.119 -0.182 0.082 -0.070 0.3872
C -6.554 -1.218 0.367 0.370 -0.165 0.032 -0.5819
C -7.792 0.163 1.851 0.049 0.226 -0.109 -0.3767
C -0.381 1.825 -0.075 0.455 -0.260 0.359 -0.6300
C -2.805 3.086 0.719 -0.501 0.394 0.448 -0.8051
H 3.431 2.087 2.387 0.150 -0.035 0.053 0.4071
N -4.317 4.540 -0.510 0.041 -0.099 0.148 -0.6109
H -3.700 2.796 1.269 -0.058 -0.210 -0.053 0.2243
C 2.321 -4.012 1.828 -0.046 -0.074 0.041 -0.2791
```
Forces are in eV/Å.

As for the largest force on an atom: 0.0399 hartree/bohr. Its multiplicity is 1. As for the LUMO energy: 2.31 eV. The value obtained for the HOMO energy is -4.1 eV. Its charge is -1. As for the frontier orbital gap: 6.42 eV.

---

Entry from the OMol25 dataset: 5 unconnected molecules or ions with the total composition C7H23NO4 in a non-equilibrium geometry (the ωB97M-V functional and the def2-TZVPD basis).

```
35
Properties=species:S:1:pos:R:3:forces:R:3:lowdin_spin:R:1
H 1.635 -0.301 2.851 -0.099 0.025 -0.834 0.0111
C -1.247 -1.956 0.858 0.715 1.055 -0.748 0.0107
H -2.660 -0.899 -2.179 0.472 -0.115 -0.077 0.0085
H -1.716 1.920 -2.713 0.054 -0.015 -0.352 0.0194
H -0.175 2.506 0.776 -0.261 0.245 -0.392 0.0135
H 1.691 0.467 1.446 -0.236 -0.541 -0.005 0.0217
O 1.995 0.346 -1.248 0.187 -0.132 0.427 0.2083
H 1.377 1.088 -1.316 0.071 0.088 -0.259 0.0325
N -0.119 3.006 -1.889 0.243 0.217 -0.551 0.0563
C -0.605 1.545 0.497 0.096 -1.085 1.059 0.0471
H 0.440 3.211 -1.077 -0.207 -0.323 0.306 0.0367
H -3.061 0.480 0.447 0.101 0.221 0.071 0.0009
H -3.353 -1.529 -0.724 -0.090 0.105 -0.046 0.0001
H 2.812 -2.768 2.829 0.271 0.008 0.019 0.0082
O 1.884 0.515 2.390 0.385 0.490 0.881 0.0352
H -1.916 -2.750 1.117 -0.444 -0.396 0.342 0.0005
H 1.731 -0.253 -1.970 0.054 0.002 -0.128 0.0917
C -1.109 2.018 -1.829 -0.623 0.060 0.886 0.0937
H -1.453 -1.030 1.402 -0.449 -0.226 0.117 0.0020
C -1.491 1.391 -0.707 0.752 0.953 0.105 0.0127
C -1.256 -1.629 -0.648 0.815 -0.146 0.250 0.0349
O 4.158 -0.490 0.979 0.036 0.156 0.259 0.0479
C -2.706 0.521 -0.584 -0.045 -0.298 -0.495 0.0053
H -0.224 -2.173 1.149 0.133 -0.544 0.116 0.0065
H -1.079 -2.518 -1.258 -0.270 -0.246 0.156 0.0122
H 3.882 0.047 0.218 -0.093 -0.240 -0.200 0.0234
O 2.450 -2.564 1.966 -0.299 -0.062 -0.128 0.0282
H -3.505 0.962 -1.183 -0.186 0.013 0.099 0.0012
H 3.127 -2.063 1.472 -0.016 0.065 0.092 0.0094
H -1.070 1.167 1.417 -0.240 0.250 -0.126 0.0051
H 0.240 0.858 0.392 0.078 0.121 -0.193 0.0180
C -2.515 -0.920 -1.096 -0.544 -0.093 0.088 0.0095
H 3.659 -0.081 1.710 0.113 0.022 -0.154 0.0067
H -0.327 -1.072 -0.815 -0.362 0.429 -0.280 0.0200
H 0.507 2.949 -2.679 -0.113 -0.063 -0.306 0.0610
```
Forces are in eV/Å.

As for the largest force on an atom: 0.0296 hartree/bohr. Its multiplicity is 2. As for the LUMO energy (alpha / beta): 3.20 / 3.06 eV. The value obtained for the HOMO energy (alpha / beta) is 0.6 / -4.9 eV. Its charge is -1. The energy above the lowest of the compared OMol25 structures with the same formula, charge and spin comes out at 0.0 kcal per mole. As for the frontier orbital gap (alpha / beta): 2.57 / 7.96 eV.

---

Which value of multiplicity does entry 4 give? 1

---

What is the formula in the first record? C36H31AsClN2O5PRuS

---

The highest largest force on an atom belongs to which entry? C11H17BEuN6O3S

---

Which of these has the highest multiplicity? C11H17BEuN6O3S